Here is a molecular structure, C54H121N7O8 from the Open Molecules 2025 dataset. Energies are from ωB97M-V with the def2-TZVPD basis set.

Computed properties:
Energy relative to the best compared isomer or geometry (same formula, charge and spin)   39.2756 eV
E_LUMO   0.42 eV
Frontier orbital gap   7.91 eV
2S+1   1
Total energy   -84719.93967 eV

Cartesian coordinates (Å):
O (3.845, -0.923, 6.085)
O (-0.382, 0.817, 0.755)
O (0.962, -6.352, 1.046)
O (2.709, 3.314, -1.721)
O (-2.126, 0.895, -2.157)
O (5.215, 2.313, 2.555)
O (-4.128, -4.086, -5.744)
O (-3.056, 3.594, -0.361)
N (-3.624, -3.843, -4.407)
N (0.068, -0.504, 0.957)
N (-2.312, 3.945, -4.377)
N (2.645, 2.035, -2.290)
N (1.580, -8.827, 0.043)
N (-2.585, 4.070, 0.809)
N (3.903, 2.441, 2.929)
C (-1.760, 3.031, -3.337)
C (-3.903, -2.505, -3.817)
C (-1.435, 3.430, 2.923)
C (3.602, 1.999, 4.303)
C (0.162, -6.912, 0.004)
C (-0.229, -2.921, 0.653)
C (1.377, 1.399, -2.107)
C (4.068, 0.521, 4.509)
C (-3.440, 6.241, 1.144)
C (-2.156, 5.431, 0.762)
C (3.946, -0.188, -2.715)
C (0.539, -0.625, 2.325)
C (0.855, -7.995, -0.873)
C (-0.642, -1.322, -1.226)
C (0.980, -2.056, 2.710)
C (-3.629, -1.323, -4.848)
C (-1.017, 5.651, 1.746)
C (1.753, 0.248, 2.523)
C (-2.937, -2.246, -2.606)
C (3.912, 1.243, -2.109)
C (3.710, 4.943, 2.783)
C (-5.338, -2.492, -3.258)
C (-2.865, -3.394, -1.517)
C (5.112, 1.936, -2.848)
C (-2.665, 1.708, 1.485)
C (-1.023, 4.915, 3.089)
C (-0.585, -0.192, 3.359)
C (-0.048, -8.989, -1.628)
C (1.306, 3.199, 3.906)
C (1.699, 3.535, 2.489)
C (2.648, -0.790, -2.384)
C (-2.342, -1.363, 0.587)
C (-2.734, 2.011, -2.785)
C (2.081, 1.974, 4.469)
C (1.439, -0.004, -2.806)
C (-4.728, -5.959, -3.132)
C (0.265, 2.135, -3.009)
C (4.315, 1.200, -0.600)
C (-3.455, -5.045, -3.562)
C (-1.676, 5.862, -0.637)
C (0.098, -3.177, 2.154)
C (3.542, 3.700, 0.761)
C (3.205, 3.606, 2.282)
C (-2.552, -5.972, -4.403)
C (-2.565, -4.717, -2.329)
C (-1.764, 3.010, 1.442)
C (-0.402, 2.705, 0.720)
C (-0.787, -1.466, 0.292)
C (0.869, 1.357, -0.649)
C (0.306, -5.850, 2.159)
C (4.308, 2.880, 5.396)
C (-1.203, 3.872, -2.126)
C (-2.983, 0.013, -1.568)
C (3.437, -1.667, 4.916)
H (-1.048, 6.706, 2.019)
H (5.139, 0.316, 4.490)
H (2.679, -1.738, -2.920)
H (-3.942, 3.308, -0.127)
H (-3.251, 1.503, -3.599)
H (-3.420, -1.456, -2.031)
H (0.075, 3.633, 0.404)
H (0.607, -4.131, 2.297)
H (-1.630, 5.439, 3.828)
H (-0.505, 2.106, -0.184)
H (-1.622, -5.585, -4.817)
H (-2.339, 1.110, 2.336)
H (-1.955, -1.879, -2.904)
H (0.943, -5.556, 2.993)
H (-2.820, -5.520, -1.637)
H (3.443, 5.215, 3.804)
H (0.287, 3.174, -2.678)
H (4.157, 2.502, 6.406)
H (3.718, 0.199, 5.489)
H (4.301, 2.130, -0.033)
H (3.709, -0.053, 3.654)
H (-2.869, -1.951, -0.164)
H (0.116, 1.019, -0.041)
H (-0.751, 1.770, -2.857)
H (0.761, -2.351, 3.736)
H (-1.890, 4.542, -1.610)
H (-3.485, 2.507, -2.171)
H (1.360, 2.729, 1.837)
H (1.600, 1.316, 2.681)
H (3.794, 0.430, -0.030)
H (-2.540, 5.817, -1.300)
H (-3.180, -6.212, -5.261)
H (1.520, -7.560, -1.620)
H (1.624, 0.782, -0.113)
H (5.348, 2.805, 5.075)
H (-3.797, -3.586, -0.985)
H (-0.062, 0.797, -0.733)
H (-0.930, -0.312, -1.516)
H (-3.129, 7.285, 1.142)
H (-1.131, -1.109, 3.580)
H (1.735, 1.085, 3.942)
H (-5.721, -1.523, -2.937)
H (1.446, -8.374, 0.936)
H (-0.407, -5.072, 1.889)
H (-1.135, -2.136, -1.758)
H (-0.773, 3.191, -1.392)
H (4.115, 3.949, 5.299)
H (-1.312, 6.884, -0.743)
H (-2.615, -1.074, -5.164)
H (-0.941, 2.513, -3.835)
H (2.729, 4.376, 0.497)
H (-3.896, 5.948, 2.089)
H (-2.674, -0.331, 0.477)
H (-4.242, 6.169, 0.409)
H (0.233, 3.035, 4.009)
H (-4.537, -6.875, -2.573)
H (-5.428, -3.082, -2.346)
H (-2.310, 3.257, 3.550)
H (1.375, 4.551, 2.263)
H (4.056, -0.202, -3.799)
H (-0.348, 4.426, -2.514)
H (-0.863, -9.178, -0.929)
H (-0.194, -6.064, -0.580)
H (-2.408, 3.365, -5.198)
H (5.361, 0.895, -0.630)
H (6.069, 1.466, -2.618)
H (1.385, 4.115, 4.491)
H (-3.736, 1.896, 1.406)
H (0.265, -10.016, -1.816)
H (2.401, -1.924, 5.139)
H (-0.513, -8.621, -2.542)
H (-0.822, -3.311, 2.723)
H (-2.385, 1.040, 0.670)
H (-0.737, -7.376, 0.409)
H (-0.158, 0.117, 4.313)
H (-4.015, -0.392, -4.434)
H (4.908, 1.818, -3.912)
H (3.968, -2.574, 4.627)
H (5.191, 1.544, 1.981)
H (2.516, -1.023, -1.327)
H (0.750, -3.093, 0.204)
H (-2.031, -3.107, -0.877)
H (-4.289, -1.371, -5.714)
H (-0.945, -3.660, 0.293)
H (-5.380, -6.222, -3.965)
H (2.564, -8.643, -0.084)
H (4.795, 5.016, 2.855)
H (-2.558, -0.337, -0.627)
H (0.450, 2.169, -4.082)
H (4.595, 3.970, 0.680)
H (2.286, 0.296, 1.573)
H (-1.555, 4.599, -4.517)
H (-2.362, -6.958, -3.979)
H (0.326, 2.252, 1.394)
H (2.589, -0.116, 3.120)
H (-2.720, -1.831, 1.496)
H (3.275, 2.763, 0.273)
H (-0.928, 5.195, -1.066)
H (2.421, 3.905, -2.421)
H (-2.879, -0.833, -2.247)
H (0.531, -0.552, -2.552)
H (5.226, 3.010, -2.697)
H (1.452, 0.093, -3.892)
H (-0.065, 4.935, 3.608)
H (-1.237, 0.596, 2.979)
H (-4.047, 0.241, -1.496)
H (0.799, 2.359, -0.225)
H (0.430, -1.349, -1.421)
H (-3.365, -4.121, -6.325)
H (3.237, 5.698, 2.155)
H (2.012, -2.368, 2.551)
H (4.803, -0.965, 6.123)
H (-5.499, -5.440, -2.562)
H (-0.234, -6.754, 2.441)
H (-0.046, 5.561, 1.258)
H (-6.103, -2.808, -3.967)
H (4.749, -0.827, -2.347)
H (1.809, 1.586, 5.450)
H (-0.620, 2.790, 3.262)
H (-1.491, -4.879, -2.430)
H (3.398, -0.913, 4.131)